{
  "formula": "C5H8N2",
  "method": "ωB97M-V/def2-TZVPD",
  "charge": 0,
  "smiles": "[H]/N=C(\\N)C=C=CC",
  "gap_ev": 8.75,
  "energy_ev": -8291.8969,
  "spin_multiplicity": 1,
  "relative_energy_kcal_mol": 71.5,
  "species": ["C", "C", "C", "N", "C", "N", "C", "H", "H", "H", "H", "H", "H", "H", "H"],
  "positions_angstrom": [[-2.693919, -0.095745, -0.141335], [-0.549583, 0.585967, 0.021929], [-1.718482, 1.079369, -0.238928], [1.981904, 1.215172, -0.416777], [1.740444, 0.013906, -0.035803], [2.652421, -0.991324, 0.220009], [0.370985, -0.280838, 0.372981], [-2.591665, -0.839574, -0.936365], [-2.487689, -0.609616, 0.815749], [-3.699146, 0.308149, -0.084877], [-2.000626, 2.101338, 0.008824], [2.965602, 1.342372, -0.644013], [2.307786, -1.932249, 0.101740], [3.576408, -0.842624, -0.152733], [0.145553, -1.054300, 1.109594]],
  "forces_ev_per_angstrom": [[-0.503, -0.047, -0.209], [0.068, 0.111, 0.097], [0.125, -0.353, 0.744], [0.335, -0.353, 0.000], [0.083, 0.138, -0.103], [0.221, -0.110, -0.232], [0.083, 0.302, 0.109], [-0.163, 0.270, -0.023], [-0.338, 0.140, -0.436], [-0.294, -0.230, -0.228], [-0.025, -0.317, 0.057], [0.083, -0.040, -0.143], [0.095, 0.057, 0.027], [0.034, -0.077, 0.004], [0.197, 0.510, 0.335]],
  "nbo_charge": [-0.600, 0.303, -0.338, -0.704, 0.418, -0.817, -0.452, 0.224, 0.196, 0.218, 0.235, 0.323, 0.383, 0.381, 0.229]
}